Below is a structure of composition C33H63ClF3N4O3PSi2 at a distorted geometry, with properties calculated with wB97M-V/def2-TZVPD.

As for the HOMO energy: -8.190 eV. The HOMO-LUMO gap comes out at 8.242 eV. The electronic energy is -3419.562902 a.u. For the largest force on an atom, the calculation gives 0.2127 Eh/bohr.

```
110
C33H63ClF3N4O3PSi2, DFT wB97M-V/def2-TZVPD
C 6.93 -1.32 0.34
C 5.52 -1.19 -0.53
C 5.18 0.41 -0.85
Cl 5.50 1.53 0.61
Si 3.50 0.70 -1.74
C 3.61 2.40 -2.72
C 5.10 3.06 -2.77
C 6.14 2.39 -3.85
O 7.34 3.03 -4.00
N 5.93 1.14 -4.66
C 7.30 0.55 -5.07
C 7.96 -0.65 -4.13
C 9.46 -1.26 -4.55
C 10.30 -0.71 -5.85
C 9.62 0.45 -6.81
C 8.14 1.06 -6.41
C 3.34 -0.78 -3.01
C 2.77 -0.33 -4.48
C 2.79 -1.61 -5.56
F 3.85 -2.61 -5.24
F 3.18 -1.03 -6.90
F 1.47 -2.24 -5.76
O 2.11 0.91 -0.72
Si 1.84 -0.31 0.48
C 0.29 0.35 1.51
N 3.14 -0.44 1.77
C 2.71 -1.41 2.66
O 2.29 -2.13 3.73
P 1.22 -2.29 -0.20
C 2.63 -3.50 -0.55
C 2.17 -4.89 -1.35
C -0.18 -2.29 -1.48
C -0.15 -1.11 -2.61
H 6.80 -1.08 1.48
H 7.35 -2.43 0.26
H 7.79 -0.62 -0.09
H 5.69 -1.81 -1.51
H 4.68 -1.73 0.08
H 6.03 0.70 -1.64
H 2.91 3.21 -2.18
H 3.22 2.32 -3.82
H 5.67 3.10 -1.74
H 4.96 4.19 -3.10
H 5.36 1.31 -5.53
H 7.39 -1.07 -3.18
H 9.92 -2.12 -3.86
H 11.37 -1.09 -6.16
H 10.17 0.90 -7.77
H 7.61 1.92 -7.04
H 4.44 -1.20 -3.19
H 2.65 -1.64 -2.62
H 1.65 0.07 -4.39
H 3.39 0.52 -5.01
H 0.22 -0.16 2.57
H -0.71 0.09 0.93
H 0.32 1.54 1.58
H 3.52 -3.06 -1.21
H 3.11 -3.83 0.47
H 1.65 -5.67 -0.66
H 3.20 -5.39 -1.70
H 1.59 -4.63 -2.34
H -0.15 -3.33 -2.06
H -1.24 -2.28 -0.94
H -1.28 -0.97 -2.97
H 0.43 -1.52 -3.53
H 0.19 -0.06 -2.23
C -3.97 -1.18 -0.89
C -4.36 -2.02 0.32
N -4.31 -1.30 1.60
C -4.44 -2.18 2.76
C -5.76 -2.92 2.95
C -5.08 -0.06 1.67
C -6.59 -0.15 1.42
H -2.97 -0.75 -0.77
H -3.97 -1.80 -1.79
H -4.68 -0.36 -1.07
H -3.65 -2.86 0.36
H -5.35 -2.45 0.14
H -4.23 -1.61 3.67
H -3.64 -2.93 2.71
H -6.55 -2.26 3.32
H -5.64 -3.71 3.69
H -6.11 -3.39 2.02
H -4.66 0.66 0.95
H -4.92 0.42 2.64
H -6.83 -0.79 0.57
H -6.98 0.85 1.19
H -7.12 -0.50 2.30
C -6.51 0.86 5.57
C -6.72 2.22 4.90
N -7.97 2.88 5.28
C -8.27 4.06 4.46
C -7.32 5.24 4.54
C -8.20 3.06 6.72
C -7.16 3.87 7.50
H -7.33 0.18 5.35
H -5.59 0.40 5.18
H -6.39 0.94 6.65
H -6.73 2.04 3.82
H -5.85 2.85 5.12
H -9.29 4.40 4.67
H -8.31 3.73 3.41
H -7.47 5.82 5.45
H -7.51 5.93 3.70
H -6.27 4.95 4.47
H -8.28 2.07 7.18
H -9.19 3.52 6.88
H -6.14 3.61 7.23
H -7.28 3.67 8.57
H -7.30 4.94 7.37
```

Below is a cluster of 8 separate species, C33H64Cl14F3N2O5S in total, with properties calculated with wB97M-V/def2-TZVPD.

As for the HOMO energy: -11.886 eV. The HOMO-LUMO gap comes out at 9.020 eV. The electronic energy is -8921.622719 a.u. The total charge is +1. For the largest force on an atom, the calculation gives 0.0169 Eh/bohr.

```
122
C33H64Cl14F3N2O5S, DFT wB97M-V/def2-TZVPD
C -2.66 2.29 -2.59
C -1.24 1.92 -3.00
C -0.38 3.14 -3.41
C 0.64 3.59 -2.34
C 2.09 3.24 -2.66
C 2.25 1.74 -2.98
C 3.61 1.16 -2.55
C 3.50 0.25 -1.31
C 3.74 -1.22 -1.64
N 3.07 -2.18 -0.68
C 3.75 -2.05 0.65
C 3.05 -2.77 1.82
C 2.77 -1.76 2.94
O 1.87 -0.78 2.42
C 2.08 0.49 2.83
F 3.22 0.99 2.32
F 1.08 1.24 2.40
F 2.18 0.60 4.16
C 1.77 -3.60 1.49
C 2.23 -5.06 1.54
O 1.14 -5.98 1.42
N 1.09 -6.87 2.59
O 0.29 -6.52 3.35
C 1.04 -3.27 0.16
O 1.34 -4.33 -0.73
C 0.26 -4.96 -1.42
C 0.86 -5.97 -2.38
O -0.30 -2.95 0.28
C -1.14 -3.56 1.26
C -1.40 -2.61 2.43
C -2.27 -3.34 3.47
C -1.98 -1.29 1.91
C -2.48 -0.28 2.96
C -3.95 -0.53 3.38
C -1.55 -0.16 4.18
C 1.61 -1.99 -0.49
S 0.62 -1.63 -1.96
H -2.65 2.81 -1.63
H -3.26 1.39 -2.45
H -3.17 2.90 -3.34
H -1.28 1.21 -3.83
H -0.79 1.36 -2.17
H -1.06 3.96 -3.61
H 0.12 2.91 -4.35
H 0.54 4.67 -2.22
H 0.36 3.11 -1.40
H 2.68 3.46 -1.77
H 2.43 3.84 -3.51
H 1.47 1.24 -2.40
H 2.07 1.58 -4.05
H 4.00 0.55 -3.37
H 4.34 1.95 -2.38
H 4.28 0.56 -0.61
H 2.56 0.42 -0.79
H 3.44 -1.51 -2.64
H 4.81 -1.43 -1.57
H 3.25 -3.12 -1.04
H 3.87 -1.00 0.87
H 4.75 -2.45 0.53
H 3.78 -3.45 2.25
H 3.69 -1.33 3.33
H 2.29 -2.27 3.78
H 1.10 -3.48 2.34
H 3.01 -5.25 0.80
H 2.69 -5.20 2.53
H -0.36 -4.25 -1.97
H -0.40 -5.48 -0.72
H 1.61 -6.57 -1.87
H 1.30 -5.48 -3.24
H 0.07 -6.64 -2.72
H -0.78 -4.53 1.60
H -2.10 -3.74 0.76
H -0.44 -2.36 2.90
H -2.00 -3.00 4.47
H -2.05 -4.41 3.46
H -3.33 -3.18 3.30
H -2.76 -1.49 1.17
H -1.17 -0.79 1.37
H -2.48 0.69 2.46
H -4.50 0.41 3.41
H -4.01 -1.04 4.34
H -4.43 -1.16 2.63
H -1.43 0.90 4.43
H -1.98 -0.63 5.06
H -0.55 -0.55 4.00
H 1.48 -1.17 0.22
H 1.46 -0.83 -2.62
C -4.35 6.28 -2.21
Cl -2.77 5.71 -2.75
Cl -4.59 6.02 -0.47
H -4.43 7.34 -2.41
H -5.12 5.73 -2.74
C 4.66 -7.29 -0.46
Cl 5.75 -8.33 -1.36
Cl 4.66 -5.63 -1.09
H 3.65 -7.68 -0.54
H 4.98 -7.26 0.58
C 1.58 6.28 -5.88
Cl 2.80 5.06 -6.29
Cl -0.03 5.59 -5.74
H 1.85 6.73 -4.93
H 1.57 7.02 -6.67
C -1.12 1.78 7.42
Cl -2.77 2.31 7.07
Cl -1.02 0.03 7.64
H -0.49 2.05 6.58
H -0.78 2.26 8.32
C -7.55 -0.01 2.42
Cl -7.20 -1.65 1.85
Cl -6.98 1.22 1.28
H -8.62 0.09 2.54
H -7.03 0.14 3.36
C -0.54 6.00 1.14
Cl -1.15 4.42 0.62
Cl 0.42 6.80 -0.10
H -1.40 6.62 1.37
H 0.08 5.85 2.01
C -3.19 7.92 -6.13
Cl -3.74 8.99 -4.84
Cl -3.75 6.26 -5.95
H -3.56 8.31 -7.07
H -2.10 7.91 -6.12
```

Below is a cluster of 3 separate species, C33H65BF2N10O5P2 in total at a distorted geometry, with properties calculated with wB97M-V/def2-TZVPD.

As for the HOMO energy: -8.039 eV. The HOMO-LUMO gap comes out at 6.500 eV. The electronic energy is -3126.573696 a.u. For the largest force on an atom, the calculation gives 0.2018 Eh/bohr.

```
118
C33H65BF2N10O5P2, DFT wB97M-V/def2-TZVPD
C 4.29 2.70 2.51
C 3.28 1.70 1.64
C 3.56 1.80 0.01
C 2.90 0.51 -0.82
C 2.46 0.93 -2.37
C 1.64 -0.19 0.02
C 0.24 0.63 0.35
B -0.03 2.22 -0.10
C -0.06 3.42 1.03
O -0.27 2.53 -1.53
C -1.02 -0.07 1.19
C -2.45 0.75 1.48
C -3.35 0.79 0.08
C -4.50 -0.38 0.02
C -4.08 2.28 0.04
C -0.79 -1.61 1.70
C -2.01 -2.34 2.57
N -3.05 -3.00 1.65
C 0.59 -2.51 1.41
N 0.60 -3.90 1.98
C 1.89 -4.54 1.57
N 2.11 -5.99 2.06
C 3.52 -6.19 2.58
O 4.17 -7.30 2.15
F 4.28 -5.27 3.46
C 1.21 -6.06 3.31
O 0.07 -6.77 3.37
F 1.55 -5.28 4.56
C 3.09 -3.90 0.68
N 3.03 -2.49 0.17
C 1.76 -1.77 0.54
H 5.28 2.12 2.74
H 3.82 2.99 3.54
H 4.52 3.69 1.91
H 2.18 2.00 1.95
H 3.46 0.62 2.06
H 4.71 1.91 -0.19
H 3.00 2.76 -0.36
H 3.81 -0.24 -0.96
H 3.10 0.40 -3.20
H 1.32 0.68 -2.46
H 2.55 2.10 -2.50
H -0.97 4.13 0.74
H -0.23 3.03 2.14
H 0.90 4.12 0.96
H -0.72 1.73 -1.99
H -3.13 0.22 2.27
H -2.25 1.85 1.90
H -2.64 0.69 -0.87
H -4.36 -1.12 -0.91
H -5.54 0.18 -0.18
H -4.64 -0.97 1.02
H -4.63 2.47 -0.98
H -4.89 2.27 0.91
H -3.25 3.09 0.22
H -1.60 -3.22 3.26
H -2.52 -1.58 3.34
H -3.77 -3.52 2.22
H -2.59 -3.61 0.94
H 4.06 -4.54 0.40
C 8.94 6.43 -2.50
N 7.82 5.67 -1.95
C 7.04 6.56 -1.09
P 7.86 4.04 -1.39
O 6.39 3.79 -1.80
N 8.43 3.03 -2.67
C 8.40 3.49 -4.05
C 7.85 1.67 -2.63
N 9.56 4.34 -0.93
C 10.69 3.55 -1.42
C 9.64 4.37 0.54
H 9.60 6.82 -1.72
H 8.57 7.29 -3.08
H 9.56 5.86 -3.19
H 7.60 6.83 -0.19
H 6.11 6.09 -0.77
H 6.77 7.48 -1.62
H 7.44 3.94 -4.32
H 8.60 2.67 -4.76
H 9.20 4.20 -4.24
H 6.84 1.63 -3.05
H 7.80 1.31 -1.59
H 8.48 0.97 -3.18
H 10.57 2.48 -1.19
H 11.63 3.88 -0.97
H 10.83 3.68 -2.50
H 9.50 3.37 0.97
H 8.87 5.03 0.95
H 10.61 4.77 0.87
C -8.62 -5.56 0.16
N -8.08 -4.25 0.52
C -7.35 -4.39 1.78
P -8.87 -2.73 0.36
O -7.54 -1.98 0.12
N -9.33 -2.51 -1.29
C -8.72 -3.30 -2.35
C -9.33 -1.10 -1.71
N -10.40 -3.60 0.63
C -11.53 -3.59 -0.31
C -10.93 -3.22 1.96
H -9.31 -5.94 0.92
H -7.81 -6.28 0.05
H -9.15 -5.56 -0.79
H -8.03 -4.59 2.61
H -6.79 -3.48 2.02
H -6.61 -5.20 1.72
H -7.63 -3.34 -2.26
H -8.96 -2.91 -3.34
H -9.10 -4.32 -2.35
H -8.32 -0.74 -1.95
H -9.73 -0.46 -0.92
H -9.97 -0.96 -2.59
H -11.88 -2.57 -0.52
H -12.37 -4.16 0.09
H -11.27 -4.08 -1.25
H -11.29 -2.19 1.96
H -10.14 -3.31 2.72
H -11.74 -3.89 2.27
```

Below is a cluster of 5 separate species, C33H66Cl9INO6P in total at a distorted geometry, with properties calculated with wB97M-V/def2-TZVPD.

As for the HOMO energy: -9.463 eV. The HOMO-LUMO gap comes out at 9.428 eV. The electronic energy is -6583.488050 a.u. For the largest force on an atom, the calculation gives 0.1756 Eh/bohr.

```
117
C33H66Cl9INO6P, DFT wB97M-V/def2-TZVPD
C 9.94 -2.68 0.91
C 9.67 -1.08 1.15
C 8.29 -0.78 1.98
C 6.91 -1.20 1.13
C 5.92 0.10 1.22
C 4.29 -0.30 1.12
C 3.74 0.46 -0.22
C 2.27 -0.14 -0.77
C 2.56 -0.40 -2.40
C 3.56 -1.66 -2.69
C 3.01 -2.50 -3.99
O 4.08 -3.35 -4.60
C 4.17 -4.65 -3.92
O 1.94 -1.37 -0.10
C 0.78 -2.08 -0.61
I 1.48 -4.17 -0.99
O -0.22 -2.23 0.49
C -1.30 -3.15 0.09
C -2.81 -2.66 0.64
C -3.71 -2.12 -0.67
C -3.60 -3.84 1.48
C -3.75 -3.28 3.04
C -5.10 -4.19 0.91
C 1.20 1.12 -0.53
C 1.01 1.57 1.01
C 0.55 0.47 2.11
O 1.36 -0.44 2.72
O -0.86 0.42 2.61
N -0.03 1.00 -1.39
P -1.57 1.12 -0.55
O -2.86 1.18 -1.50
C 0.01 1.81 -2.66
Cl -0.65 3.54 -2.28
C -0.79 1.13 -3.94
C -1.10 -0.47 -3.77
H 9.13 -3.11 0.19
H 9.93 -3.24 1.96
H 11.05 -2.80 0.51
H 10.57 -0.69 1.83
H 9.76 -0.48 0.14
H 8.24 0.40 2.14
H 8.23 -1.27 3.04
H 7.24 -1.28 -0.02
H 6.45 -2.20 1.52
H 6.18 0.85 0.36
H 6.08 0.67 2.26
H 4.26 -1.46 1.09
H 3.80 0.19 2.06
H 4.60 0.34 -1.05
H 3.69 1.63 -0.02
H 3.01 0.59 -2.89
H 1.56 -0.61 -2.96
H 4.60 -1.19 -3.03
H 3.81 -2.33 -1.75
H 2.76 -1.68 -4.83
H 2.00 -3.08 -3.81
H 3.14 -4.95 -3.46
H 4.41 -5.48 -4.75
H 5.05 -4.57 -3.13
H 0.23 -1.62 -1.52
H -1.42 -3.16 -1.10
H -1.18 -4.25 0.53
H -2.68 -1.74 1.34
H -4.03 -3.00 -1.37
H -4.61 -1.43 -0.33
H -2.98 -1.43 -1.28
H -3.01 -4.85 1.56
H -2.89 -3.66 3.74
H -4.75 -3.78 3.45
H -3.93 -2.12 3.09
H -5.09 -4.64 -0.18
H -5.65 -4.99 1.60
H -5.79 -3.24 0.88
H 1.80 2.04 -1.02
H 2.07 1.99 1.38
H 0.29 2.53 1.12
H -1.03 -0.47 3.06
H -1.72 2.28 0.34
H -1.74 -0.13 0.22
H 1.12 2.00 -3.08
H -1.84 1.68 -3.97
H -0.26 1.41 -4.96
H -2.01 -0.71 -4.50
H -1.46 -0.80 -2.70
H -0.19 -1.06 -4.19
Cl 2.11 4.55 2.42
C 1.63 3.61 3.86
C 0.67 4.37 4.75
Cl 1.45 5.77 5.54
H 2.54 3.33 4.40
H 1.16 2.69 3.50
H 0.30 3.72 5.55
H -0.19 4.74 4.19
Cl -7.89 -0.67 3.21
C -7.64 -0.31 1.49
C -8.56 -1.12 0.59
Cl -8.16 -2.86 0.60
H -6.58 -0.50 1.25
H -7.83 0.76 1.35
H -8.47 -0.78 -0.45
H -9.61 -1.01 0.89
Cl 0.46 8.73 -2.13
C -0.17 7.39 -1.15
C 0.76 7.02 0.00
Cl 2.28 6.29 -0.58
H -0.35 6.53 -1.81
H -1.14 7.71 -0.75
H 0.28 6.29 0.65
H 1.02 7.90 0.60
Cl -9.26 1.54 -1.59
C -10.16 2.80 -0.71
C -10.62 2.33 0.66
Cl -11.87 1.07 0.56
H -11.01 3.11 -1.33
H -9.49 3.66 -0.60
H -11.05 3.16 1.22
H -9.78 1.93 1.25
```

> What is the electronic energy in the third record?

-3126.573696 a.u.

> Which formula does entry 2 have?

C33H64Cl14F3N2O5S